# C22H17N4O2S2TcTe

A structure of composition C22H17N4O2S2TcTe (ωB97M-V with the def2-TZVPD basis set, the OMol25 dataset).

Output
HOMO energy (alpha / beta) (eV): -4.72 / -4.99
F_max (eV Å⁻¹): 0.3
ΔE to the lowest compared entry with this formula, charge and spin (kcal/mol): 0.9
Net charge: -1
2S+1: 2
Frontier orbital gap (alpha / beta) (eV): 6.081 / 6.562

Last column: Mulliken spin population.
CARTESIAN COORDINATES (ANGSTROEM)
Tc 1.3309 0.2264 -0.4997  0.864
C 0.9272 4.2242 -1.7637  0.004
C 0.7697 3.1395 -0.7454  -0.032
O 1.0127 1.9427 -1.2154  0.019
C 0.3741 3.3659 0.5312  0.043
C 0.1410 2.3357 1.5110  -0.006
C -0.4814 2.7220 2.8196  0.000
N 0.4391 1.1001 1.2723  0.002
N 0.1423 0.2005 2.2876  -0.006
C 0.5918 -0.9688 1.9704  0.007
O 1.1849 -1.2292 0.8424  -0.002
C 0.4633 -2.0896 2.9293  0.005
C -0.0823 -1.8779 4.1936  0.001
C -0.1825 -2.9284 5.0898  -0.001
C 0.2635 -4.1959 4.7318  0.003
C 0.8088 -4.4068 3.4745  -0.001
C 0.9095 -3.3566 2.5726  0.005
H 0.2094 4.0727 -2.5714  -0.001
H 1.9281 4.1793 -2.1951  -0.002
H 0.7677 5.2044 -1.3194  0.000
H 0.1549 4.3839 0.8181  0.006
H -0.6287 3.7995 2.8686  0.000
H 0.1553 2.3953 3.6417  0.000
H -1.4401 2.2167 2.9430  0.000
H -0.4130 -0.8825 4.4567  0.000
H -0.6069 -2.7605 6.0718  0.000
H 0.1852 -5.0165 5.4342  0.000
H 1.1570 -5.3921 3.1918  0.000
H 1.3313 -3.5045 1.5877  0.002
S 2.0207 -1.0861 -2.2352  -0.034
C 0.3420 -1.4321 -2.6378  -0.004
S -0.7175 -0.6844 -1.5102  0.006
C -0.0224 -2.2196 -3.7009  0.019
C 0.9500 -2.8009 -4.5662  0.000
N 1.7258 -3.2712 -5.2764  0.006
C -1.3954 -2.4790 -3.9845  -0.002
N -2.5015 -2.6901 -4.2268  0.005
Te 3.8336 0.7162 0.3189  0.095
C 3.4914 0.7735 2.4077  0.002
C 3.5318 -0.4044 3.1507  0.005
C 3.2606 -0.3979 4.5121  0.003
C 2.9584 0.7928 5.1558  0.000
C 2.9368 1.9764 4.4283  0.002
C 3.1984 1.9669 3.0648  -0.011
H 3.7599 -1.3397 2.6533  -0.004
H 3.2742 -1.3297 5.0650  0.000
H 2.7444 0.8013 6.2176  0.000
H 2.7098 2.9131 4.9248  0.000
H 3.1646 2.8915 2.5011  0.003

Forces on the atoms, in the same order (eV/Å):
Tc 0.12 0.09 0.05
C 0.00 0.01 0.00
C 0.03 0.06 0.19
O -0.17 -0.13 -0.17
C 0.02 -0.04 -0.04
C -0.01 0.05 -0.05
C 0.01 -0.01 0.02
N 0.07 -0.02 -0.02
N -0.02 0.01 -0.04
C 0.10 -0.04 -0.09
O -0.15 0.01 0.10
C -0.02 0.01 0.06
C 0.01 -0.01 -0.01
C 0.01 -0.01 -0.02
C 0.00 0.01 0.02
C 0.02 -0.01 -0.02
C -0.01 0.01 0.00
H 0.01 -0.01 -0.01
H 0.00 0.00 0.01
H 0.00 0.00 0.00
H 0.01 0.00 0.01
H 0.00 0.00 0.00
H 0.01 -0.01 0.02
H 0.00 0.00 0.00
H 0.00 0.00 0.00
H 0.00 0.00 0.00
H 0.00 0.00 0.00
H 0.00 0.00 0.00
H 0.00 0.00 0.00
S 0.03 0.02 -0.04
C -0.02 -0.04 0.05
S 0.00 -0.02 -0.04
C 0.00 0.04 0.06
C 0.04 0.00 -0.04
N -0.01 -0.01 0.01
C -0.04 0.01 -0.02
N 0.01 -0.01 0.00
Te 0.00 0.01 0.04
C 0.04 0.01 0.00
C -0.01 -0.04 -0.04
C -0.01 0.00 0.01
C 0.01 0.03 -0.01
C -0.01 -0.01 0.01
C -0.02 -0.01 0.01
H -0.02 0.01 0.00
H 0.00 0.00 0.00
H 0.00 0.00 0.00
H -0.01 0.00 0.00
H 0.00 0.01 0.00